{
  "formula": "C6H4O4S",
  "method": "ωB97M-V/def2-TZVPD",
  "elements": ["C", "C", "C", "C", "C", "C", "O", "O", "O", "O", "S", "H", "H", "H", "H"],
  "xyz": [[-1.34171, 0.76927, -0.41332], [-0.74239, 0.18852, 0.60810], [1.92510, 0.38193, 0.45562], [0.55281, -1.80598, 1.42122], [-0.94108, 0.73752, -1.82618], [0.48293, -0.54698, 0.65041], [2.92668, -0.27905, 0.15967], [0.73069, -1.26680, 2.52823], [1.62708, 1.52958, 0.60209], [0.54317, -3.02954, 1.21862], [0.08286, -0.64234, -2.18900], [-2.20055, 1.29548, -0.05951], [-1.24491, 0.16509, 1.52363], [-1.91169, 0.75574, -2.50277], [-0.48901, 1.74757, -2.17683]],
  "s2": 2.01,
  "total_charge": -2,
  "lumo_ev": [5.64, 4.84],
  "e_homo_ev": [1.740, -0.215],
  "homo_lumo_gap_ev": [3.896, 5.050],
  "spin_multiplicity": 3
}



{
  "formula": "C6H4O7",
  "method": "ωB97M-V/def2-TZVPD",
  "elements": ["O", "C", "C", "O", "C", "O", "O", "C", "C", "O", "C", "O", "O", "H", "H", "H", "H"],
  "xyz": [[-1.76612, -0.29360, 2.47170], [-0.52217, -0.33410, 2.30567], [0.76617, -0.55366, 2.36915], [1.30117, -1.50200, 3.39905], [1.68864, -0.38641, 1.24920], [2.82325, -0.82901, 1.38181], [1.31174, 0.01627, 0.00393], [0.14644, 0.80537, -0.12489], [-0.87316, 0.39041, -1.17759], [-1.30340, 1.49800, -1.89104], [0.27848, 2.19323, 0.43313], [-0.42837, 3.13165, -0.13746], [1.08576, 2.29183, 1.41089], [2.17861, -1.35701, 2.97025], [-1.79296, -0.16084, -0.67346], [-0.52210, -0.43759, -1.73942], [-1.09557, 2.29807, -1.36876]],
  "total_charge": -2,
  "relative_energy_kcal_mol": 27.74,
  "smiles": "O=C=C(O)C(=O)OC(CO)=C([O-])[O-]",
  "lumo_ev": [6.27, 6.23],
  "e_homo_ev": [1.326, 0.376],
  "homo_lumo_gap_ev": [4.942, 5.850],
  "spin_multiplicity": 1
}



{
  "formula": "C6H5AlF9O2",
  "method": "ωB97M-V/def2-TZVPD",
  "elements": ["F", "C", "F", "F", "C", "F", "F", "C", "F", "F", "C", "F", "F", "C", "C", "O", "Al", "O", "H", "H", "H", "H", "H"],
  "xyz": [[1.76832, 1.86028, 0.66216], [2.44340, 1.17928, -0.23712], [3.69795, 1.65392, -0.25379], [1.91711, 1.35878, -1.45324], [2.51222, -0.33262, 0.10481], [2.95490, -0.42302, 1.38209], [3.47629, -0.84119, -0.71846], [1.26828, -1.28696, -0.06912], [1.65420, -2.39769, 0.62504], [1.19955, -1.64216, -1.38667], [-0.15493, -0.86298, 0.42331], [0.03552, -0.30595, 1.65575], [-0.78062, -2.07322, 0.61449], [-0.98066, 0.03456, -0.54911], [-2.37840, -0.52814, -0.83437], [-3.21194, -0.26485, 0.25225], [-2.67869, 1.31945, 0.95101], [-1.15620, 1.31838, -0.05687], [-0.44581, 0.03738, -1.50666], [-2.69581, 0.04845, -1.72202], [-2.36471, -1.58272, -1.13167], [-2.42938, 1.14941, 2.53838], [-3.65058, 2.58163, 0.70982]],
  "total_charge": -1,
  "relative_energy_kcal_mol": 0.00,
  "lumo_ev": 3.25,
  "e_homo_ev": -4.957,
  "homo_lumo_gap_ev": 8.206,
  "spin_multiplicity": 1
}



{
  "formula": "C6H5AuCl2ErNO3",
  "method": "ωB97M-V/def2-TZVPD",
  "elements": ["Er", "Au", "Cl", "Cl", "C", "C", "C", "O", "O", "O", "C", "C", "C", "N", "H", "H", "H", "H", "H"],
  "xyz": [[-1.22761, 0.02247, -3.70622], [0.36812, -0.23962, -1.30334], [-0.92547, -2.03744, -2.17267], [-2.02722, 2.35069, -3.73746], [1.31106, 1.34236, -0.84092], [-0.06294, -1.56927, -5.16653], [0.31253, 0.86374, -5.36256], [1.87652, 2.28294, -0.48719], [0.61362, -2.18380, -5.87115], [0.97556, 1.13540, -6.26949], [0.45113, 0.29298, 4.53979], [-0.65233, -0.59632, 3.94076], [-0.53145, -0.68603, 2.49488], [-0.42576, -0.72325, 1.33587], [1.43805, -0.12329, 4.30770], [0.36146, 0.37061, 5.62660], [0.39526, 1.30100, 4.11723], [-0.60321, -1.60936, 4.36969], [-1.64731, -0.19382, 4.18504]],
  "s2": 8.77,
  "total_charge": 4,
  "relative_energy_kcal_mol": 1.80,
  "lumo_ev": [-16.09, -20.25],
  "e_homo_ev": [-25.765, -25.561],
  "homo_lumo_gap_ev": [9.678, 5.310],
  "spin_multiplicity": 6
}



{
  "formula": "C6H5BF2O2",
  "method": "ωB97M-V/def2-TZVPD",
  "elements": ["O", "B", "O", "C", "C", "C", "F", "C", "C", "F", "C", "H", "H", "H", "H", "H"],
  "xyz": [[2.23573, -1.40911, -1.39890], [1.87197, -0.38404, -0.52030], [2.84310, 0.57567, -0.27297], [0.38685, -0.22460, -0.00777], [-0.61468, -0.71634, -0.84906], [-1.95864, -0.43597, -0.55862], [-2.93407, -1.12057, -1.20931], [-2.23837, 0.37445, 0.53536], [-1.21919, 0.85919, 1.34534], [-1.50234, 1.46505, 2.52777], [0.09976, 0.56063, 1.08887], [3.08096, -1.17260, -1.80479], [2.68849, 1.37552, 0.30021], [-0.37016, -1.24732, -1.73368], [-3.23750, 0.50251, 0.85595], [0.86807, 0.99751, 1.70190]],
  "total_charge": 0,
  "relative_energy_kcal_mol": 0.00,
  "smiles": "OB(O)c1cc(F)cc(F)c1",
  "lumo_ev": 0.36,
  "e_homo_ev": -9.572,
  "homo_lumo_gap_ev": 9.928,
  "spin_multiplicity": 1
}



{
  "formula": "C6H5Br2NO3S",
  "method": "ωB97M-V/def2-TZVPD",
  "elements": ["C", "C", "C", "C", "C", "C", "N", "O", "O", "O", "S", "Br", "Br", "H", "H", "H", "H", "H"],
  "xyz": [[1.11986, 0.02911, 0.93434], [1.21241, 1.31578, 0.41730], [-0.09640, -0.61947, 1.13730], [0.07119, 1.89479, -0.10873], [-1.21675, 0.02791, 0.76287], [-1.17392, 1.27913, 0.13849], [-3.49410, -0.38799, -0.54823], [-3.50652, 0.31033, 1.96794], [-2.98438, -1.96455, 1.43838], [-2.82846, -1.66480, -1.27332], [-2.92111, -0.58952, 1.04660], [-2.64326, 2.38609, -0.16772], [-5.26537, -0.45952, -0.48449], [2.07489, -0.28580, 1.33122], [2.16763, 1.68289, 0.26449], [-0.35149, -1.68171, 1.58944], [0.11823, 2.84840, -0.59936], [-2.98617, -2.48255, -0.72667]],
  "total_charge": 0,
  "relative_energy_kcal_mol": 16.03,
  "lumo_ev": -0.09,
  "e_homo_ev": -9.435,
  "homo_lumo_gap_ev": 9.341,
  "spin_multiplicity": 1
}



{
  "formula": "C6H5Br2P",
  "method": "ωB97M-V/def2-TZVPD",
  "elements": ["C", "C", "C", "C", "C", "C", "P", "Br", "Br", "H", "H", "H", "H", "H"],
  "xyz": [[1.13010, -1.65063, 0.03107], [1.81811, -0.36419, -0.03770], [-0.22211, -1.51787, -0.03681], [1.00455, 0.69330, -0.19178], [-0.65842, -0.13203, -0.13280], [-2.05217, 0.05241, -0.14423], [1.08751, 2.52097, -0.02360], [-3.36208, -1.28421, -0.01412], [-2.76591, 1.81775, -0.09660], [1.74816, -2.61497, 0.07205], [2.82322, -0.42999, -0.01159], [-0.97599, -2.39143, -0.02252], [0.51284, 2.47869, 1.36042], [-0.08782, 2.82218, -0.75180]],
  "total_charge": 0,
  "lumo_ev": [-0.61, -0.61],
  "e_homo_ev": [-8.521, -8.521],
  "homo_lumo_gap_ev": [7.913, 7.913],
  "spin_multiplicity": 1
}



{
  "formula": "C6H5ClFNO2S",
  "method": "ωB97M-V/def2-TZVPD",
  "elements": ["C", "C", "C", "C", "C", "C", "N", "O", "O", "F", "S", "Cl", "H", "H", "H", "H", "H"],
  "xyz": [[-1.85326, 0.43150, 1.05175], [-2.72873, -0.27354, 0.17378], [-0.51018, 0.57109, 0.73336], [-2.12980, -0.86808, -0.89726], [-0.17218, -0.00986, -0.45685], [1.70850, 0.41870, -1.03659], [-0.91083, -0.69810, -1.27558], [2.34704, 0.86837, 1.48702], [2.11297, -1.44657, 0.62777], [1.63261, 1.74945, -1.16073], [2.51187, -0.06985, 0.42747], [4.55234, -0.26865, 0.01021], [-2.45297, 0.76676, 1.92772], [-3.76002, -0.44846, 0.62032], [0.29474, 1.01727, 1.31409], [-2.71771, -1.59906, -1.52524], [2.07562, -0.14095, -2.02123]],
  "total_charge": 0,
  "relative_energy_kcal_mol": 34.44,
  "lumo_ev": -0.16,
  "e_homo_ev": -10.203,
  "homo_lumo_gap_ev": 10.044,
  "spin_multiplicity": 1
}



{
  "formula": "C6H5ClN2S",
  "method": "ωB97M-V/def2-TZVPD",
  "elements": ["C", "C", "C", "C", "C", "C", "N", "N", "S", "Cl", "H", "H", "H", "H", "H"],
  "xyz": [[1.45785, -1.69446, -0.22139], [-1.53701, 0.95749, -0.56080], [-1.61082, 0.30932, 0.60857], [-0.39761, 0.87843, -1.44287], [-0.63277, -0.68286, 1.06615], [0.98396, -0.36594, -0.03193], [1.81534, -2.77383, -0.35437], [0.72485, 0.34176, -1.19013], [2.00588, 0.58222, 1.15552], [3.56800, 1.14888, 0.00982], [-2.30151, 1.65671, -0.85813], [-2.43088, 0.51985, 1.28546], [-0.45479, 1.39466, -2.39423], [-0.30789, -0.55862, 2.08869], [-0.88261, -1.71361, 0.83964]],
  "total_charge": 0,
  "relative_energy_kcal_mol": 8.21,
  "lumo_ev": -0.58,
  "e_homo_ev": -9.399,
  "homo_lumo_gap_ev": 8.814,
  "spin_multiplicity": 1
}



{
  "formula": "C6H5F3O",
  "method": "ωB97M-V/def2-TZVPD",
  "elements": ["C", "C", "C", "C", "C", "C", "O", "F", "F", "F", "H", "H", "H", "H", "H"],
  "xyz": [[0.04862, -0.18823, 2.38177], [0.66632, -1.24338, 1.89925], [-0.34106, -0.61798, -1.13780], [0.16365, 0.56334, -1.39557], [0.09414, -2.30279, 1.12128], [-0.32228, 1.76314, -2.13729], [-0.19330, -3.42510, 1.02448], [1.96494, -1.26134, 2.21030], [-1.45117, -1.03903, -1.71217], [1.33285, 0.94468, -0.75095], [0.52658, 0.45612, 3.07845], [-0.93324, 0.14194, 2.15636], [-0.72326, 1.66769, -3.13132], [0.43959, 2.47466, -1.97113], [-1.27237, 2.06629, -1.63566]],
  "total_charge": 0,
  "relative_energy_kcal_mol": 135.42,
  "lumo_ev": [-1.03, -0.48],
  "e_homo_ev": [-8.012, -9.301],
  "homo_lumo_gap_ev": [6.987, 8.821],
  "spin_multiplicity": 1
}



{
  "formula": "C6H5F5",
  "method": "ωB97M-V/def2-TZVPD",
  "elements": ["C", "C", "C", "C", "C", "C", "F", "F", "F", "F", "F", "H", "H", "H", "H", "H"],
  "xyz": [[2.70964, 0.51466, 0.90877], [1.95143, 0.20149, 1.79876], [-1.28398, -0.19814, -0.73639], [-2.43964, -0.48556, 0.17573], [3.79518, 0.93064, 0.02571], [0.93409, -0.31825, 2.69958], [-0.44018, 0.67970, -0.26121], [4.94203, 1.47787, 0.62872], [1.41014, -0.87602, 3.81048], [-0.00976, 0.64100, 2.89825], [0.26661, -1.31306, 2.06116], [-2.22299, -1.53011, 0.44698], [-3.33287, -0.18510, -0.51273], [-2.48519, 0.13229, 0.97061], [3.23678, 1.70683, -0.57705], [4.37091, 0.06272, -0.50265]],
  "total_charge": 0,
  "relative_energy_kcal_mol": 94.85,
  "lumo_ev": 0.46,
  "e_homo_ev": -8.889,
  "homo_lumo_gap_ev": 9.347,
  "spin_multiplicity": 1
}



{
  "formula": "C6H5FO2",
  "method": "ωB97M-V/def2-TZVPD",
  "elements": ["O", "C", "C", "C", "C", "F", "C", "O", "C", "H", "H", "H", "H", "H"],
  "xyz": [[-2.52884, 0.48670, -0.01884], [-1.23618, 0.09761, 0.03213], [-0.86405, -1.23920, -0.00312], [0.47572, -1.54088, -0.02887], [1.42692, -0.54901, 0.01588], [2.72139, -0.91095, 0.03241], [1.06477, 0.79935, 0.00717], [2.02499, 1.73561, -0.03692], [-0.27446, 1.11432, 0.01545], [-3.13926, -0.23843, 0.10301], [-1.60796, -2.00870, -0.10846], [0.88757, -2.54592, -0.06749], [1.62822, 2.61275, -0.07544], [-0.57883, 2.18677, 0.13308]],
  "total_charge": 0,
  "relative_energy_kcal_mol": 0.00,
  "smiles": "Oc1ccc(F)c(O)c1",
  "lumo_ev": 0.74,
  "e_homo_ev": -8.394,
  "homo_lumo_gap_ev": 9.138,
  "spin_multiplicity": 1
}



What did the sixth record say?
{
  "formula": "C6H5Br2NO3S",
  "method": "ωB97M-V/def2-TZVPD",
  "elements": ["C", "C", "C", "C", "C", "C", "N", "O", "O", "O", "S", "Br", "Br", "H", "H", "H", "H", "H"],
  "xyz": [[1.11986, 0.02911, 0.93434], [1.21241, 1.31578, 0.41730], [-0.09640, -0.61947, 1.13730], [0.07119, 1.89479, -0.10873], [-1.21675, 0.02791, 0.76287], [-1.17392, 1.27913, 0.13849], [-3.49410, -0.38799, -0.54823], [-3.50652, 0.31033, 1.96794], [-2.98438, -1.96455, 1.43838], [-2.82846, -1.66480, -1.27332], [-2.92111, -0.58952, 1.04660], [-2.64326, 2.38609, -0.16772], [-5.26537, -0.45952, -0.48449], [2.07489, -0.28580, 1.33122], [2.16763, 1.68289, 0.26449], [-0.35149, -1.68171, 1.58944], [0.11823, 2.84840, -0.59936], [-2.98617, -2.48255, -0.72667]],
  "total_charge": 0,
  "relative_energy_kcal_mol": 16.03,
  "lumo_ev": -0.09,
  "e_homo_ev": -9.435,
  "homo_lumo_gap_ev": 9.341,
  "spin_multiplicity": 1
}